{"formula": "C6H13NO", "method": "wB97M-V/def2-TZVPD", "species": ["H", "C", "H", "H", "H", "H", "C", "H", "H", "O", "H", "C", "H", "H", "H", "H", "C", "N", "C", "H", "C"], "coordinates": [[-0.10539, 2.03869, -1.87639], [2.04516, -0.44864, 0.93960], [-2.18220, -1.10311, 0.85226], [-0.88805, -0.94026, -2.33577], [2.25206, -0.79967, -0.07539], [0.24024, -0.38921, 2.24544], [-0.23910, -0.51479, -1.58052], [2.14620, 0.63609, 0.96605], [0.79446, -0.34889, -1.85798], [0.29604, -2.13525, 1.24463], [-0.04556, 0.27626, 0.41096], [-2.13415, -0.31773, 0.09213], [0.12675, 3.69205, -1.03793], [2.79277, -0.89247, 1.60743], [-2.50859, 0.60742, 0.53220], [0.54594, -2.46128, 0.36390], [0.67915, -0.85347, 1.36899], [-0.22540, 2.08389, 0.19149], [-0.06499, 2.61090, -0.92147], [-2.78870, -0.60712, -0.73192], [-0.73664, -0.13342, -0.39771]], "atomic_forces_ev_per_a": [[-0.01, 0.10, 0.39], [0.00, -0.16, 0.14], [0.05, 0.06, -0.03], [0.00, -0.10, -0.02], [-0.01, 0.01, -0.01], [0.06, -0.03, 0.04], [-0.33, 0.09, 0.25], [0.02, -0.01, 0.00], [0.02, 0.04, 0.03], [-0.03, -0.62, -0.21], [-0.53, -0.26, -0.81], [-0.05, -0.07, -0.19], [-0.05, -0.17, 0.19], [0.06, 0.05, -0.07], [0.01, -0.02, 0.01], [-0.06, 0.08, 0.14], [0.47, 0.22, 0.76], [0.08, 0.80, 0.01], [0.04, 0.03, -0.47], [-0.02, 0.00, 0.04], [0.28, -0.03, -0.18]], "gap_ha": [0.3357, 0.2279], "largest_force_ev_per_a": 1.0, "e_tot_ev": -9964.56044, "de_lowest_kcal_mol": 152.5, "e_homo_ev": [-8.4, -6.3]}

=====

{"formula": "C6H13NO", "method": "wB97M-V/def2-TZVPD", "species": ["N", "H", "C", "H", "C", "O", "C", "H", "C", "H", "H", "H", "C", "H", "H", "H", "H", "H", "H", "C", "H"], "coordinates": [[-0.07592, 1.17503, 1.59213], [-3.83586, 0.07572, 0.01640], [0.31920, -0.27248, -0.45870], [3.03951, -0.92867, 1.03951], [2.48384, 0.72236, 0.18812], [3.32903, -0.39310, 0.29088], [-2.78599, 0.30711, 0.25642], [2.65426, 1.22511, -0.76003], [-1.81564, -0.62330, -0.42349], [0.58284, -0.73863, -2.49465], [-1.84522, -1.64096, -0.03427], [2.59559, 1.40407, 1.03342], [0.82058, -1.15820, -1.51387], [1.90110, -1.29535, -1.44815], [-2.63122, 1.34852, -0.04834], [-2.71712, 0.25035, 1.34794], [0.33195, -2.13297, -1.44626], [-1.93255, -0.63023, -1.50710], [-0.48557, 0.65121, 2.35161], [0.34120, 0.49188, 0.52377], [-0.27399, 2.16253, 1.49468]], "atomic_forces_ev_per_a": [[-0.36, 0.12, 0.22], [0.21, -0.10, -0.10], [-5.84, -1.67, -0.35], [0.09, 0.17, -0.09], [-1.44, 0.53, 1.28], [-0.26, -0.31, -0.08], [-0.01, 0.27, 0.19], [-0.05, -0.13, -0.06], [1.86, -0.33, -0.74], [-0.03, -0.02, 0.07], [-0.03, -0.01, -0.06], [0.21, 0.16, -0.01], [0.46, 0.25, -0.16], [-0.02, 0.03, 0.04], [0.02, -0.09, 0.12], [0.05, 0.10, -0.14], [0.02, 0.13, 0.08], [-0.15, -0.10, 0.02], [-0.07, 0.34, -0.13], [5.43, 1.05, -0.26], [-0.10, -0.40, 0.17]], "gap_ha": [0.2517, 0.2517], "largest_force_ev_per_a": 6.1, "e_tot_ev": -9964.11042, "de_lowest_kcal_mol": 162.9, "e_homo_ev": [-6.1, -6.1]}

=====

{"formula": "C6H13NO", "method": "wB97M-V/def2-TZVPD", "species": ["H", "H", "H", "H", "C", "H", "C", "H", "C", "O", "N", "H", "H", "C", "C", "C", "H", "H", "H", "H", "H"], "coordinates": [[1.72924, 1.52417, 1.00159], [-2.21270, -3.80208, -0.80859], [0.16863, -3.35111, -1.06086], [-1.26803, 2.37969, 0.77807], [-0.38325, 1.89600, 0.37129], [0.04401, 3.53461, 2.57691], [-1.92088, -2.92886, -1.39396], [-0.51271, -2.17233, 0.04708], [0.82581, 2.07402, 1.24100], [2.06002, 3.15791, 2.92483], [-0.01754, -1.37927, -1.80169], [1.89535, 3.79488, 3.61900], [-1.89023, -3.25972, -2.43289], [-0.51497, -2.49469, -0.99932], [0.87823, 2.91883, 2.25834], [1.18833, -1.05576, -1.60309], [1.88615, -1.66833, -1.02596], [-2.65880, -2.13828, -1.29182], [-0.23069, 2.25959, -0.64683], [-0.58446, 0.82442, 0.27675], [1.51847, -0.11368, -2.02983]], "atomic_forces_ev_per_a": [[0.02, 0.00, -0.07], [-0.11, 0.13, 0.13], [-0.02, 0.01, -0.03], [-0.02, 0.07, 0.08], [0.17, -0.64, 0.10], [-0.13, -0.09, -0.06], [0.55, -0.38, -0.34], [-0.02, 0.01, -0.04], [-0.19, 0.38, -0.01], [-0.18, -0.24, -0.02], [0.09, 0.30, 0.66], [0.03, 0.08, 0.18], [-0.19, 0.12, -0.09], [-0.16, -0.28, 0.09], [0.42, 0.23, -0.19], [-0.58, 0.05, -0.45], [0.05, 0.12, 0.21], [0.03, 0.08, 0.06], [0.10, 0.09, 0.05], [-0.22, 0.09, -0.07], [0.36, -0.14, -0.18]], "gap_ha": 0.3494, "largest_force_ev_per_a": 0.8, "e_tot_ev": -9968.61274, "de_lowest_kcal_mol": 59.1, "e_homo_ev": -8.6, "smiles": "C/C=C/O.C=NCC"}

=====

{"formula": "C6H13NO", "method": "wB97M-V/def2-TZVPD", "species": ["H", "H", "H", "N", "H", "H", "H", "C", "H", "C", "H", "C", "H", "O", "H", "C", "H", "C", "H", "C", "H"], "coordinates": [[0.41217, 0.48016, 1.16139], [0.80860, -0.16167, -4.48189], [-2.56687, -0.13494, 1.44758], [1.14688, 0.20631, -3.62125], [-2.05698, 2.09657, 2.58440], [-0.29000, 1.15883, -1.54157], [3.28277, -1.38990, 1.65221], [-1.49892, 1.22481, 2.92329], [0.00601, -1.58892, -0.24246], [-0.13505, 0.08377, -1.54821], [1.10565, 1.21106, -3.56907], [0.62052, -0.45889, -2.50678], [-0.44789, 1.49039, 2.98219], [2.85417, -0.76208, 1.09249], [0.83088, -1.51798, -2.41803], [-0.64628, -0.72481, -0.37877], [-1.89194, 0.75639, 3.81981], [-0.57029, 0.10639, 0.89299], [2.31883, -1.30843, 0.51259], [-1.59052, 0.24128, 1.73840], [-1.69173, -1.00837, -0.49931]], "atomic_forces_ev_per_a": [[0.03, 0.22, -0.06], [-0.06, -0.08, -0.63], [-0.03, -0.17, 0.19], [0.68, -0.12, 0.66], [-0.18, 0.16, 0.60], [-0.34, -0.02, -0.08], [0.53, -0.57, 0.69], [-0.04, -1.25, -1.72], [-0.29, -0.33, -0.15], [0.60, -0.37, -0.13], [-0.26, 0.02, -0.09], [-0.83, 0.36, 0.41], [0.02, 0.14, 0.53], [-0.40, 0.53, -0.50], [0.10, -0.14, -0.38], [0.43, 1.26, 0.66], [0.00, 0.39, 0.26], [-0.37, -1.14, 0.17], [-0.13, 0.07, -0.20], [0.49, 1.34, -0.02], [0.05, -0.31, -0.20]], "gap_ha": 0.3366, "largest_force_ev_per_a": 2.1, "e_tot_ev": -9969.01538, "de_lowest_kcal_mol": 49.8, "e_homo_ev": -8.2, "smiles": "C/C=C/C/C=C/N.O"}

=====

{"formula": "C6H13NO", "method": "wB97M-V/def2-TZVPD", "species": ["H", "O", "H", "N", "H", "H", "H", "H", "H", "H", "C", "C", "H", "H", "H", "C", "H", "C", "C", "C", "H"], "coordinates": [[3.77647, -1.59649, 0.76225], [0.52762, 3.77821, 1.56584], [2.52075, -0.75646, 1.63038], [2.18964, -0.90558, -0.48970], [-0.33668, 4.14714, 1.76769], [0.45025, -1.54892, 0.44452], [-3.85019, 0.63227, 0.40851], [-1.29765, 0.21426, 0.55700], [-3.61272, -0.77908, 1.26953], [3.69203, 0.08038, 0.67846], [-0.02789, -0.78766, -1.43562], [-1.94292, -0.37524, -0.06856], [0.32420, -0.16020, -2.25029], [-4.03371, -0.97442, -0.38936], [1.06918, 4.14277, 2.26730], [-3.41597, -0.36126, 0.26834], [-2.12916, -1.43488, -1.91390], [3.02972, -0.79987, 0.66844], [0.80540, -0.92923, -0.37438], [-1.49644, -0.99028, -1.16263], [2.52964, -0.51666, -1.34905]], "atomic_forces_ev_per_a": [[-0.35, -0.43, -0.21], [-0.14, 0.07, 0.07], [-0.53, -0.10, -0.29], [-0.52, 0.38, 0.63], [-0.19, -0.07, -0.17], [0.04, 0.49, 0.38], [0.19, 0.17, -0.60], [0.25, 0.04, 0.07], [0.32, -0.19, -0.09], [-0.47, 0.23, -0.27], [-0.31, 0.51, 1.57], [-2.27, -0.34, -0.58], [-0.20, -0.49, -0.46], [0.16, 0.27, -0.28], [0.34, -0.01, 0.10], [-0.19, -0.44, 1.32], [-0.23, -0.21, 0.10], [1.59, 0.40, 0.57], [0.31, -2.02, -1.80], [1.98, 1.59, -0.03], [0.21, 0.17, -0.02]], "gap_ha": 0.2950, "largest_force_ev_per_a": 2.7, "e_tot_ev": -9968.35180, "de_lowest_kcal_mol": 65.1, "e_homo_ev": -7.3, "smiles": "C/C=C/C=C/NC.O"}

=====

{"formula": "C6H13NO", "method": "wB97M-V/def2-TZVPD", "species": ["O", "C", "H", "H", "H", "H", "H", "C", "C", "H", "H", "N", "C", "H", "H", "H", "C", "H", "C", "H", "H"], "coordinates": [[-0.41629, -0.00889, -1.86318], [0.27118, 0.47605, 1.42977], [-2.84240, -0.18577, 2.20282], [-1.94578, -2.05260, 0.85514], [-1.43879, 0.31180, 0.28525], [1.20956, 0.99631, -2.58391], [-0.38260, -1.83652, 0.07649], [-0.94485, -1.63527, 0.98746], [-1.04897, -0.12258, 1.21548], [1.63647, -1.20508, -2.42357], [2.29997, 1.42345, 1.76719], [-1.90154, 0.14396, 2.39210], [1.98248, -0.52276, -1.66449], [0.45627, 1.78068, -1.27090], [2.87184, 0.06799, -1.83580], [-0.48311, 1.83566, -2.78133], [0.13250, 1.17864, -2.13955], [1.62770, -0.64207, -0.65447], [1.35115, 0.97779, 1.59540], [-1.96103, 1.14102, 2.56797], [-0.47377, -2.12180, 1.84214]], "atomic_forces_ev_per_a": [[-0.74, 0.59, 0.07], [0.37, 0.18, 0.11], [0.05, 0.01, 0.00], [0.02, 0.03, 0.03], [-0.09, 0.05, 0.07], [-1.25, 0.12, 0.35], [0.04, -0.01, 0.06], [-0.06, 0.13, 0.03], [-0.17, -0.22, 0.12], [0.06, 0.05, -0.03], [0.04, -0.01, -0.01], [0.10, -0.02, -0.26], [1.36, -0.57, 0.26], [-0.18, -0.39, 0.27], [0.13, -0.20, 0.02], [0.08, -0.19, 0.14], [0.55, 0.49, -1.07], [0.02, 0.08, -0.06], [-0.38, -0.12, -0.01], [0.02, -0.05, -0.02], [0.00, 0.05, -0.05]], "gap_ha": [0.3616, 0.2461], "largest_force_ev_per_a": 1.5, "e_tot_ev": -9963.28096, "de_lowest_kcal_mol": 182.0, "e_homo_ev": [-9.5, -8.2]}